Formula: C4H9NO
Source: the OMol25 dataset
Level of theory: wB97M-V/def2-TZVPD

Each line ends with the Mulliken charge.
Geometry (Å):
H -0.0245 2.0642 -2.7165  0.2730
H -1.7175 1.6058 -2.3257  0.3185
H -0.7237 2.6281 -1.2291  0.2888
C -0.2488 0.6254 -1.0792  -0.0242
C 1.4652 -1.3248 0.2833  -0.2622
C 0.7126 0.7747 -0.1657  -0.2665
H 1.1252 1.7602 0.0213  0.3101
H -1.2752 -0.5887 1.6693  0.3335
H -0.7665 -0.3211 -1.1896  0.3674
N 1.0441 -0.2414 0.7683  -0.4129
C -0.7237 1.7908 -1.9331  -1.1100
H -1.0780 -1.8063 2.5101  0.3125
H 1.4312 -2.2750 0.8242  0.2132
H 1.9015 -1.4443 -0.7133  0.3181
O -1.7330 -1.4010 1.9178  -0.6594

Force components x, y, z for each atom (eV/Å):
H -0.02 -0.22 -0.31
H -0.03 0.17 -0.10
H -0.42 0.26 -0.41
C 0.24 0.17 -0.45
C 0.41 -0.94 -0.19
C -0.13 0.05 0.30
H 0.13 -0.03 0.09
H -0.05 0.05 -0.16
H 0.16 -0.11 0.09
N -0.69 -0.02 -0.46
C 0.48 -0.13 1.21
H -0.41 0.03 -0.23
H 0.27 0.45 0.52
H -0.44 0.35 -0.26
O 0.51 -0.09 0.36

energy relative to the best compared isomer or geometry (same formula, charge and spin)	55.79	kcal per mole
molar mass	87.12	g/mol
DFT total energy	-7829.9007	eV
SMILES string	C=N/C=C/C.O
HOMO-LUMO gap	10.0	eV